i | ORCA calculation (ωB97M-V/def2-TZVPD) on C22H32N2O4 as an isolated structure.

As for the spin multiplicity: 1.

Last column: Mulliken charge in e.
Element x y z (Å)
C 9.068 0.275 -0.253  -1.2591
C 7.936 -0.621 -0.415  -0.2119
O 6.853 0.231 0.058  -0.1951
C 5.495 -0.435 0.046  0.5593
C 5.202 -1.883 -0.487  -0.8632
C 3.843 -2.314 -0.247  -0.6200
C 2.743 -1.575 0.297  0.3627
C 3.063 -0.120 0.408  -0.5008
C 4.311 0.425 0.414  0.1682
O 4.480 1.628 0.984  -0.5396
C 5.388 2.771 0.578  -0.3284
C 5.272 2.951 -1.039  -1.2408
H 4.398 3.004 -1.321  0.5758
H 5.633 2.046 -1.468  0.2450
H 6.079 3.616 -1.325  0.3563
H 5.163 3.452 1.250  0.4903
H 6.478 2.047 0.885  0.1908
H 2.265 0.447 0.988  0.3993
C 1.584 -1.962 0.102  0.6254
O 1.283 -3.226 0.382  -0.7585
N 0.396 -1.219 -0.059  -0.1725
H 0.444 -0.114 0.211  0.2845
C -0.927 -1.532 0.244  -1.2289
C -1.813 -0.394 0.806  1.1786
O -1.235 0.830 0.462  -0.8477
N -2.957 -0.639 0.930  -0.0476
C -3.756 -2.086 0.786  -1.8938
H -3.050 -2.562 0.542  1.1504
C -4.888 -1.800 -0.213  -1.1861
C -5.720 -0.639 0.050  0.3492
C -6.775 -0.288 -1.181  -0.9734
C -7.740 0.745 -0.923  -0.9491
C -6.869 2.087 -0.565  -0.6955
C -5.886 1.722 0.496  -0.8076
C -4.973 0.616 0.183  0.9441
C -3.853 0.664 1.313  -1.8208
H -3.231 1.347 1.215  1.0194
H -4.392 0.275 2.497  0.2418
H -4.429 0.954 -0.736  0.1139
H -5.390 2.889 0.739  0.2046
H -6.293 1.570 1.623  0.3037
H -7.706 2.943 -0.085  0.2613
H -6.489 2.269 -1.485  0.4547
H -8.477 0.775 -1.578  0.5753
H -8.373 0.603 0.041  0.2719
H -7.215 -1.375 -1.272  0.2894
H -6.187 -0.306 -2.029  0.5393
H -6.155 -0.968 0.950  0.1427
H -5.343 -2.603 -0.517  0.8713
H -4.430 -1.515 -1.224  0.3737
H -4.249 -2.066 1.688  0.3796
H -1.286 -1.987 -0.816  0.1611
H -0.763 -2.395 0.825  0.5444
H 3.780 -3.329 -0.502  0.4305
H 6.101 -2.405 -0.553  0.4760
H 7.971 -1.418 0.407  0.3416
H 7.571 -0.973 -1.520  0.3164
H 8.790 1.176 -0.882  0.2317
H 9.911 -0.169 -0.689  0.5106
H 9.346 0.560 0.984  0.2057

ii | ORCA calculation (ωB97M-V/def2-TZVPD) on the molecule C22H32N2O4.

As for the spin multiplicity: 1. The SMILES is CCCC[C@H]1CC[C@@H](C(=O)O[C@H](C)C(=O)Nc2ccc(NC(C)=O)cc2)CC1.

Last column: Mulliken charge in e.
Element x y z (Å)
C 0.933 -5.788 -3.351  -1.1569
C 1.588 -4.790 -4.299  -0.5432
C 1.389 -3.336 -3.871  -0.4935
C -0.069 -2.885 -3.956  -1.0763
C -0.254 -1.375 -3.773  0.6011
C -1.690 -0.974 -4.117  -0.8251
C -1.910 0.528 -3.958  -1.3659
C -1.544 1.012 -2.555  0.5649
C -2.530 0.512 -1.516  -0.0371
O -3.464 -0.218 -1.707  -0.5838
O -2.231 1.027 -0.309  -0.3604
C -3.060 0.645 0.794  0.4403
C -4.267 1.574 0.910  -1.5512
C -2.257 0.695 2.101  0.4470
O -2.664 0.137 3.096  -0.6832
N -1.131 1.437 2.005  0.0244
C -0.172 1.718 2.984  0.6275
C -0.293 1.294 4.303  -0.7204
C 0.689 1.612 5.219  -0.7254
C 1.808 2.355 4.846  0.8038
N 2.762 2.642 5.826  -0.1714
C 3.931 3.340 5.715  0.7972
C 4.676 3.418 7.032  -1.3087
O 4.336 3.843 4.693  -0.6151
C 1.928 2.779 3.525  -0.5996
C 0.946 2.460 2.610  -0.7679
C -0.115 0.581 -2.198  -1.0877
C 0.057 -0.928 -2.344  -0.7387
H -0.148 -5.678 -3.355  0.2992
H 1.291 -5.638 -2.335  0.2892
H 1.171 -6.806 -3.651  0.3743
H 2.661 -4.996 -4.341  0.3446
H 1.187 -4.929 -5.305  0.3295
H 1.993 -2.696 -4.520  0.3441
H 1.758 -3.217 -2.851  0.2323
H -0.460 -3.163 -4.938  0.3562
H -0.663 -3.405 -3.203  0.3115
H 0.429 -0.855 -4.456  0.2586
H -1.917 -1.260 -5.146  0.4423
H -2.381 -1.506 -3.462  0.3221
H -2.956 0.764 -4.162  0.3959
H -1.292 1.066 -4.681  0.4916
H -1.598 2.107 -2.518  0.4626
H -3.408 -0.383 0.638  0.4220
H -3.937 2.607 1.005  0.3386
H -4.844 1.300 1.788  0.4222
H -4.893 1.478 0.026  0.3887
H -0.936 1.819 1.088  0.0074
H -1.153 0.718 4.602  0.5389
H 0.585 1.279 6.242  0.2674
H 2.541 2.272 6.741  0.1815
H 5.596 3.977 6.888  0.3536
H 4.066 3.921 7.780  0.3268
H 4.918 2.419 7.389  0.3274
H 2.788 3.352 3.225  0.5172
H 1.048 2.794 1.586  0.3309
H 0.122 0.887 -1.177  0.2813
H 0.577 1.089 -2.872  0.5041
H -0.615 -1.442 -1.653  0.1651
H 1.081 -1.194 -2.080  0.4780

Energetically preferred structure: ii | next structure: +1932.9 kJ/mol

i | ORCA calculation (ωB97M-V/def2-TZVPD) on a 2-piece molecular cluster, C3H2BrF2I overall.

As for the spin multiplicity: 1. The SMILES is FC(F)Br.C#CI.

Last column: Mulliken charge in e.
Element x y z (Å)
F -3.054 1.000 1.374  -0.1865
C -2.010 1.702 0.949  0.4471
F -1.781 2.680 1.819  -0.1820
Br -2.408 2.472 -0.798  -0.1171
H -1.129 1.052 0.861  0.0267
C 1.355 -0.570 -0.602  0.0374
C 1.785 0.520 -0.348  -0.6367
I 2.360 2.399 0.113  0.2649
H 1.031 -1.537 -0.851  0.3463

ii | ORCA calculation (ωB97M-V/def2-TZVPD) on a 2-piece molecular cluster, C3H2BrF2I overall.

As for the spin multiplicity: 1.

Last column: Mulliken charge in e.
Element x y z (Å)
C 0.066 0.256 0.224  -0.2827
C 1.083 0.913 0.671  -0.3241
C 3.879 0.017 -0.802  0.2348
F 4.749 -0.539 0.050  -0.1557
F 3.835 -0.726 -1.915  -0.1663
Br 4.289 1.851 -1.151  -0.1035
I 1.774 2.581 1.548  0.2947
H -0.966 0.571 0.362  0.2659
H 0.190 -0.674 -0.314  0.2368

Energetically preferred structure: i | next structure: +346.8 kJ/mol